*i*
Entry from OMol25: C11H12N2O2 in the gas phase (the ωB97M-V functional and the def2-TZVPD basis).

Each line ends with the Mulliken charge.
CARTESIAN COORDINATES (ANGSTROEM)
N  -2.424  1.213  -0.836  -0.60
C  -2.270  -0.098  -0.312  0.42
C  -1.349  -0.254  0.848  -1.03
C  -0.054  0.395  0.545  0.75
C  0.279  1.645  0.728  -0.67
N  1.579  1.889  0.352  -0.02
C  2.182  0.642  0.064  -0.22
C  3.556  0.392  -0.273  -0.90
C  3.873  -0.941  -0.209  -0.50
C  2.865  -1.990  -0.152  -0.57
C  1.530  -1.717  -0.105  -0.37
C  1.193  -0.320  0.182  0.66
C  -3.705  -0.663  0.085  0.26
O  -3.910  -1.423  0.994  -0.58
O  -4.604  -0.214  -0.726  -0.50
H  -1.854  1.457  -1.556  0.20
H  -2.558  1.859  -0.062  0.21
H  -2.078  -0.819  -1.129  0.25
H  -1.248  -1.307  1.125  0.33
H  -1.875  0.229  1.678  0.39
H  -0.107  2.552  1.210  0.38
H  2.015  2.745  0.210  0.13
H  4.307  1.126  -0.570  0.33
H  4.817  -1.315  -0.437  0.40
H  3.118  -3.043  -0.262  0.36
H  0.845  -2.534  -0.192  0.45
H  -4.120  0.495  -1.199  0.46

The calculation puts the LUMO energy at 0.0219 Eh. Its SMILES is N[C@@H](Cc1c[nH]c2ccccc12)C(=O)O. As for the spin multiplicity: 1. The charge is 0. For the HOMO energy, the calculation gives -8.3 eV.

*ii*
Entry from OMol25: C11H12N2O2 in the gas phase (the ωB97M-V functional and the def2-TZVPD basis).

Each line ends with the Mulliken charge.
CARTESIAN COORDINATES (ANGSTROEM)
N  -2.044  0.441  -0.079  -0.48
C  -1.928  -0.324  -1.297  -0.05
C  -0.717  -1.306  -1.028  -0.29
C  0.529  -0.450  -0.722  0.48
C  1.485  0.104  -1.628  -0.90
N  2.383  0.932  -0.997  -0.12
C  1.974  0.896  0.393  0.05
C  2.812  1.346  1.325  -0.65
C  2.161  1.337  2.596  -0.21
C  0.991  0.826  2.952  -0.84
C  0.363  0.005  1.963  0.30
C  0.798  0.085  0.672  -0.10
C  -3.326  -1.118  -1.428  0.49
O  -4.270  -0.797  -0.726  -0.55
O  -3.364  -2.119  -2.372  -0.42
H  -1.121  1.077  0.163  0.31
H  -2.926  1.064  -0.111  0.27
H  -1.729  0.120  -2.249  0.28
H  -0.543  -2.389  -1.586  0.29
H  -0.866  -1.614  0.209  0.11
H  1.638  -0.271  -2.632  0.41
H  3.300  1.188  -1.306  0.24
H  4.053  1.582  0.974  0.10
H  2.885  1.447  3.527  0.17
H  0.558  0.792  3.912  0.45
H  -0.496  -0.649  2.191  0.34
H  -2.598  -2.205  -2.714  0.32

The calculation puts the LUMO energy at 0.0215 Eh. Its SMILES is N[C@@H](Cc1c[nH]c2ccccc12)C(=O)O. As for the spin multiplicity: 1. The charge is 0. For the HOMO energy, the calculation gives -7.9 eV.

Short version: *i* is the most stable of them.

*i*
Entry from OMol25: C2H3F3O2 in the gas phase (the ωB97M-V functional and the def2-TZVPD basis).

Each line ends with the Mulliken charge.
CARTESIAN COORDINATES (ANGSTROEM)
O  1.036  -1.209  0.378  -0.52
C  0.629  0.097  0.059  0.76
O  0.798  0.350  -1.289  -0.56
F  1.164  1.012  0.834  -0.27
C  -1.043  0.077  0.507  0.13
F  -1.577  -0.998  -0.035  -0.23
F  -1.832  1.181  0.091  -0.27
H  1.757  -1.552  -0.314  0.35
H  0.215  0.985  -1.758  0.36
H  -1.148  0.057  1.526  0.25

The calculation puts the LUMO energy at 0.0220 Eh. Its SMILES is OC(O)(F)C(F)F. As for the spin multiplicity: 1. The charge is 0. For the HOMO energy, the calculation gives -11.3 eV.

*ii*
Entry from OMol25: 2 unconnected molecules or ions with the total composition C2H3F3O2 (the ωB97M-V functional and the def2-TZVPD basis).

Each line ends with the Mulliken charge.
CARTESIAN COORDINATES (ANGSTROEM)
C  -1.422  0.266  -0.477  0.18
C  0.761  -0.024  0.209  0.52
O  1.532  -0.141  -0.929  -0.42
O  0.856  0.831  1.129  -0.39
F  -1.886  1.396  0.131  -0.22
F  -1.923  -0.823  0.064  -0.22
F  0.586  -1.419  0.571  -0.32
H  -1.666  0.254  -1.496  0.21
H  1.630  -1.046  -1.012  0.30
H  1.529  0.705  1.810  0.35

The calculation puts the LUMO energy at 0.0127 Eh. As for the spin multiplicity: 1. The charge is 0. For the HOMO energy, the calculation gives -8.7 eV.

Short version: *i* is the most stable of them.

*i*
Entry from OMol25: a molecular structure, FH2O3PS (the ωB97M-V functional and the def2-TZVPD basis).

Each line ends with the Mulliken charge.
CARTESIAN COORDINATES (ANGSTROEM)
O  -1.828  -0.020  -1.040  -0.54
O  -0.624  0.425  -3.495  -0.42
O  0.857  0.324  -1.522  -0.25
F  -0.440  2.272  -1.729  -0.20
P  1.034  -0.179  0.120  0.10
S  -0.520  0.670  -2.114  1.10
H  -0.084  0.471  0.500  0.10
H  0.124  -1.241  -0.037  0.11

The calculation puts the LUMO energy at -0.0153 Eh. As for the spin multiplicity: 1. The charge is 0. For the HOMO energy, the calculation gives -10.8 eV.

*ii*
Entry from OMol25: FH2O3PS in the gas phase (the ωB97M-V functional and the def2-TZVPD basis).

Each line ends with the Mulliken charge.
CARTESIAN COORDINATES (ANGSTROEM)
O  -0.469  1.846  3.256  -0.50
S  -0.299  2.414  1.966  1.24
O  -0.381  3.842  1.892  -0.50
F  -1.522  1.825  1.134  -0.26
O  0.696  1.616  1.098  -0.36
P  0.555  -0.138  0.437  0.18
H  -0.733  -0.396  1.211  0.11
H  -0.195  0.371  -0.556  0.10

The calculation puts the LUMO energy at -0.0391 Eh. Its SMILES is O=S(=O)(F)OP. As for the spin multiplicity: 1. The charge is 0. For the HOMO energy, the calculation gives -11.6 eV.

Short version: *ii* is the most stable of them.

*i*
Entry from OMol25: 2 unconnected molecules or ions with the total composition C4H13N4O (the ωB97M-V functional and the def2-TZVPD basis).

Each line ends with the Mulliken charge.
CARTESIAN COORDINATES (ANGSTROEM)
C  -0.467  -0.605  -3.551  -1.07
C  -0.021  -0.644  -2.138  0.85
O  -0.581  0.076  -1.276  -0.83
N  1.108  -1.284  -1.800  -0.35
H  -1.001  -1.565  -3.595  0.29
H  0.235  -0.310  -4.341  0.37
H  1.347  -1.437  -0.829  0.20
H  1.780  -1.808  -2.352  0.21
H  -1.089  0.257  -3.801  0.31
C  1.529  1.513  1.287  -1.11
C  -0.458  0.228  1.855  0.53
N  -1.597  -0.248  1.368  -0.26
N  0.663  0.311  1.096  -0.33
N  -0.373  0.493  3.162  -0.35
H  -1.477  -0.431  0.371  0.26
H  -2.479  -0.252  1.838  0.21
H  0.427  0.231  0.061  0.55
H  0.530  0.700  3.549  0.20
H  -1.135  0.706  3.788  0.22
H  0.992  2.460  1.324  0.32
H  2.207  1.565  0.442  0.37
H  2.142  1.300  2.151  0.41

The calculation puts the LUMO energy at -0.0940 Eh. As for the spin multiplicity: 1. The charge is +1. For the HOMO energy, the calculation gives -13.9 eV.

*ii*
Entry from OMol25: 2 unconnected molecules or ions with the total composition C4H13N4O (the ωB97M-V functional and the def2-TZVPD basis).

Each line ends with the Mulliken charge.
CARTESIAN COORDINATES (ANGSTROEM)
C  1.577  -0.497  -2.592  -1.14
C  0.240  -0.637  -1.873  0.75
O  0.072  -0.552  -0.675  -0.62
N  -0.741  -1.060  -2.728  -0.36
H  -1.589  -1.465  -2.361  0.21
H  -0.740  -1.117  -3.739  0.19
H  1.568  -0.419  -3.676  0.33
H  2.220  -1.362  -2.334  0.30
H  2.372  0.202  -2.330  0.32
C  0.211  1.790  0.517  -0.73
C  -0.620  0.113  2.199  0.68
N  -1.684  -0.235  1.516  -0.38
N  0.106  1.205  1.881  -0.17
N  -0.260  -0.662  3.268  -0.44
H  -1.640  -0.117  0.501  0.19
H  -2.306  -1.015  1.660  0.27
H  0.920  1.286  2.468  0.23
H  0.612  -0.452  3.745  0.22
H  -0.964  -0.894  3.957  0.27
H  0.010  2.871  0.392  0.29
H  -0.611  1.369  -0.023  0.32
H  1.246  1.647  0.225  0.23

The calculation puts the LUMO energy at -0.0960 Eh. As for the spin multiplicity: 1. The charge is +1. For the HOMO energy, the calculation gives -13.7 eV.

Short version: *i* is the most stable of them.

*i*
Entry from OMol25: 3 unconnected molecules or ions with the total composition C4H15N3 (the ωB97M-V functional and the def2-TZVPD basis).

Each line ends with the Mulliken charge.
CARTESIAN COORDINATES (ANGSTROEM)
C  -0.693  1.272  -1.507  -0.79
C  -1.915  0.391  -1.645  -0.82
N  1.243  -0.350  -0.750  -0.90
H  0.814  -1.023  -1.386  0.33
H  0.254  0.642  -0.933  0.29
H  -0.926  2.269  -1.154  0.34
H  -0.121  1.330  -2.440  0.34
H  -2.497  0.375  -0.725  0.24
H  -1.643  -0.640  -1.879  0.21
H  -2.559  0.750  -2.453  0.34
C  0.214  -1.840  0.917  -0.86
C  1.988  -0.231  1.501  -0.89
N  1.142  -0.805  0.484  0.57
N  -0.521  1.029  1.050  -0.60
H  -1.331  1.655  1.012  0.20
H  0.061  1.719  1.539  0.18
H  0.764  -2.635  1.424  0.30
H  2.516  -1.026  2.031  0.33
H  -0.505  -1.401  1.615  0.28
H  -0.315  -2.257  0.060  0.33
H  2.696  0.455  1.043  0.30
H  1.335  0.322  2.197  0.29

The calculation puts the LUMO energy (spin up / spin down) at -0.0058 / 0.0283 Eh. As for the spin multiplicity: 1. The charge is 0. For the HOMO energy (spin up / spin down), the calculation gives -6.6 / -8.6 eV.

*ii*
Entry from OMol25: 2 unconnected molecules or ions with the total composition C4H15N3 (the ωB97M-V functional and the def2-TZVPD basis).

Each line ends with the Mulliken charge.
CARTESIAN COORDINATES (ANGSTROEM)
C  -2.038  -1.088  1.498  -1.01
N  -1.652  -0.644  0.161  -0.21
C  -1.456  -1.747  -0.772  -0.58
N  -0.217  -2.483  -0.548  -0.62
H  -2.374  -0.230  2.074  0.35
H  -2.840  -1.838  1.490  0.33
H  -1.175  -1.512  2.014  0.29
H  -2.361  -0.031  -0.198  0.23
H  -1.387  -1.318  -1.772  0.36
H  -2.289  -2.460  -0.746  0.37
H  0.522  -1.791  -0.468  0.25
H  -0.252  -2.947  0.354  0.25
C  1.096  1.930  0.707  -0.79
N  2.112  2.432  -0.215  -0.41
C  2.197  1.618  -1.414  -0.77
H  0.120  2.007  0.231  0.25
H  1.264  0.886  1.001  0.26
H  1.078  2.559  1.595  0.35
H  3.010  2.422  0.259  0.25
H  2.381  0.549  -1.229  0.26
H  2.997  1.994  -2.051  0.32
H  1.263  1.693  -1.972  0.27

The calculation puts the LUMO energy at 0.0359 Eh. Its SMILES is CNCN.CNC. As for the spin multiplicity: 1. The charge is 0. For the HOMO energy, the calculation gives -8.8 eV.

Short version: *ii* is the most stable of them.

*i*
Entry from OMol25: C4H7FN2 in the gas phase (the ωB97M-V functional and the def2-TZVPD basis).

Each line ends with the Mulliken charge.
CARTESIAN COORDINATES (ANGSTROEM)
H  -2.321  1.020  0.816  0.24
N  -2.105  0.443  1.619  -0.67
C  -1.117  -0.324  1.357  0.16
N  -0.391  -0.411  0.199  -0.06
C  -0.266  0.668  -0.783  -0.77
C  1.177  0.187  -1.047  0.29
F  1.342  -0.400  -2.284  -0.33
C  1.001  -0.835  0.085  -0.66
H  -0.783  -1.049  2.148  0.31
H  -0.918  0.560  -1.652  0.29
H  -0.315  1.691  -0.361  0.33
H  1.965  0.946  -0.894  0.30
H  1.592  -0.645  1.022  0.30
H  1.139  -1.851  -0.226  0.26

The calculation puts the LUMO energy at 0.0323 Eh. Its SMILES is [H]/N=C\N1CC(F)C1. As for the spin multiplicity: 1. The charge is 0. For the HOMO energy, the calculation gives -9.1 eV.

*ii*
Entry from OMol25: C4H7FN2 in the gas phase (the ωB97M-V functional and the def2-TZVPD basis).

Each line ends with the Mulliken charge.
CARTESIAN COORDINATES (ANGSTROEM)
C  0.092  1.695  0.098  0.06
C  0.288  0.502  -0.872  -0.90
C  -1.096  -1.053  0.516  -0.18
C  1.271  -1.435  0.050  -0.49
N  -0.801  2.057  0.883  -0.61
N  0.095  -0.769  -0.008  0.16
F  -2.207  -0.376  0.071  -0.28
H  0.989  2.231  0.122  0.37
H  -0.464  0.402  -1.571  0.35
H  1.270  0.410  -1.350  0.38
H  -1.207  -2.000  0.961  0.38
H  -1.601  1.423  0.667  0.36
H  1.250  -2.194  0.806  0.25
H  2.121  -0.893  -0.374  0.16

The calculation puts the LUMO energy at 0.0332 Eh. As for the spin multiplicity: 1. The charge is 0. For the HOMO energy, the calculation gives -7.1 eV.

Short version: *i* is the most stable of them.